8 unconnected molecules or ions with the total composition C35H73F6N3O7, computed with the ωB97M-V functional and the def2-TZVPD basis.

Each line ends with the Mulliken charge.
Geometry (Å):
F 2.714 -0.711 0.561  -0.24
F -7.354 0.789 1.788  -0.23
F -5.808 2.201 1.404  -0.22
F 1.926 -1.289 -1.388  -0.24
F -6.473 1.937 3.456  -0.26
F 2.070 0.758 -0.836  -0.29
O 1.496 4.611 -4.777  -0.63
O -4.123 4.885 1.861  -0.52
O -4.838 -0.606 1.567  -0.50
O 0.033 -1.513 0.913  -0.66
O -0.306 1.205 4.608  -0.53
O -4.552 0.170 3.835  -0.31
O -0.228 0.671 0.275  -0.28
N 5.782 -0.515 -2.857  0.35
N 1.882 -4.524 4.011  0.00
N -3.340 -0.471 -4.133  0.25
C -2.621 0.835 -3.979  0.37
C 1.471 1.394 6.179  -1.24
C 0.457 -0.512 0.330  0.43
C 7.310 0.255 -1.262  -1.38
C 4.964 0.707 -2.846  -0.09
C -2.209 2.094 0.564  -1.31
C -1.573 0.700 0.819  0.31
C -4.992 0.069 -2.168  -0.73
C 5.452 -1.485 -3.847  -0.39
C 4.039 -1.917 -3.860  -1.11
C -4.412 5.926 2.518  0.73
C 3.812 -2.894 4.202  -0.88
C 3.247 -4.163 3.562  -0.25
C 0.915 -3.576 3.493  -0.28
C 1.816 -0.412 -0.366  1.01
C -5.132 0.156 2.456  0.50
C -4.082 -0.519 -5.364  -0.78
C -5.840 6.376 2.787  -1.08
C 1.974 0.769 3.679  -0.44
C 0.775 2.815 -3.245  0.04
C 0.923 1.105 4.783  0.73
C 1.513 -6.056 2.200  -0.95
C -1.448 0.762 -4.904  -1.30
C 5.412 1.693 -3.995  -1.26
C -0.536 -3.750 3.975  -1.19
C -3.992 -1.971 4.672  -0.78
C 2.117 2.454 -5.526  -0.92
C -6.252 1.287 2.273  0.77
C 7.215 -0.450 -2.597  -0.43
C -3.739 -1.860 -6.038  -1.17
C -4.143 -0.992 -3.023  -0.91
C -3.474 -0.694 4.019  0.07
C -3.322 6.721 3.149  -1.05
C 1.548 -5.905 3.637  -0.59
C 1.429 3.362 -4.532  0.73
H -2.502 2.204 -0.480  0.11
H -3.176 -2.688 4.587  0.06
H -1.558 0.472 1.885  0.10
H -5.678 -0.344 -1.429  0.37
H 1.528 2.397 -2.576  0.05
H 2.884 2.952 -6.119  0.39
H -1.798 0.487 -5.898  0.39
H -0.468 -3.898 5.052  0.41
H 3.928 0.507 -3.118  -0.28
H -6.478 6.140 1.936  0.32
H 1.167 -2.570 3.828  0.16
H -2.971 -0.962 3.090  0.07
H 2.700 -0.036 3.793  0.12
H 2.238 -6.598 4.119  0.39
H 4.751 2.559 -4.029  0.38
H 2.339 2.048 6.094  0.36
H -5.597 0.722 -2.797  0.36
H 1.905 0.464 6.545  0.30
H 2.480 1.536 -5.063  -0.01
H 2.589 1.596 3.325  0.52
H 3.330 -4.008 2.486  0.24
H -2.664 -0.191 4.548  0.30
H -5.948 7.428 3.054  0.37
H 0.242 3.616 -2.733  0.34
H -4.863 -2.341 4.132  0.32
H -1.567 2.963 0.708  0.43
H 0.610 1.625 6.807  0.33
H 5.343 1.170 -4.948  0.30
H 7.624 -1.397 -2.245  0.39
H -1.097 -2.823 3.862  -0.17
H -5.162 -0.515 -5.220  0.45
H -0.971 1.716 -5.131  0.33
H -4.222 -1.854 -7.014  0.41
H -3.300 6.561 4.227  0.29
H 3.699 -2.292 -2.895  0.25
H 3.278 -2.032 3.802  -0.24
H -3.332 -1.237 -2.337  0.37
H -4.580 -1.900 -3.439  0.47
H 8.360 0.152 -0.989  0.47
H -4.291 0.649 -1.568  -0.03
H 7.880 0.029 -3.316  0.31
H 6.779 -0.215 -0.434  0.27
H -2.380 1.040 -2.936  -0.42
H -2.674 -1.777 -6.253  0.24
H 1.020 -3.503 2.410  0.51
H 7.124 1.329 -1.257  0.33
H -2.194 0.006 0.254  0.26
H 6.437 2.061 -3.951  0.33
H -3.169 2.183 1.074  0.25
H 3.331 -1.130 -4.120  0.13
H 2.339 -5.699 1.585  0.27
H 0.689 -5.476 1.783  0.23
H 1.456 2.113 -6.323  0.41
H -2.411 6.528 2.582  0.30
H -3.888 -2.785 -5.480  0.32
H -0.044 2.140 -3.492  -0.31
H 0.568 -6.255 3.961  0.31
H -6.146 5.874 3.705  0.28
H 1.176 -7.058 1.934  0.40
H 4.060 -4.860 3.767  0.39
H -3.347 1.608 -4.233  0.23
H -4.033 -1.817 5.751  0.34
H -3.817 0.345 -5.974  0.47
H 4.857 -2.658 3.997  0.45
H 4.950 1.163 -1.857  0.34
H 3.541 -2.928 5.257  0.36
H 5.604 -1.073 -4.845  0.19
H -0.688 0.056 -4.568  0.31
H -1.138 -4.583 3.610  0.41
H -3.526 7.775 2.963  0.36
H 3.845 -2.689 -4.604  0.46
H 1.410 0.393 2.826  -0.20
H 6.114 -2.338 -3.702  0.46

Forces on the atoms, in the same order (eV/Å):
F 0.824 -0.297 0.316
F -0.781 -0.491 0.116
F 0.157 -0.202 0.081
F -0.228 0.083 0.533
F -0.172 -0.827 -1.153
F 0.359 1.891 -0.636
O -0.628 -4.069 1.169
O -1.308 3.166 1.767
O -0.375 1.509 1.755
O 1.507 2.204 -1.662
O 2.984 -0.617 -0.451
O -2.361 1.548 -4.313
O 1.084 -1.126 -0.316
N -0.362 -0.633 0.373
N 0.804 -0.276 0.874
N -0.183 1.182 0.642
C -1.479 -1.140 0.310
C -0.170 -1.140 -1.018
C -3.520 -0.615 1.703
C 1.875 0.956 0.757
C 1.359 0.593 -1.584
C 0.290 -0.417 -0.781
C -0.717 1.139 -0.316
C 0.110 -0.881 -1.026
C 0.249 0.296 -0.895
C -1.761 -0.662 0.336
C 0.546 -2.948 -1.504
C -1.560 0.776 0.034
C 0.858 0.600 -0.051
C -0.443 0.734 -0.278
C -0.487 -1.730 0.147
C 1.064 -0.763 1.901
C -0.087 -1.346 -0.078
C 0.322 -0.153 -0.092
C -1.231 -0.462 -0.821
C -0.309 0.922 -0.888
C -1.057 0.522 0.378
C -1.161 -0.531 -3.110
C 0.460 0.640 -0.945
C -0.217 -0.231 0.636
C 0.468 -0.137 0.705
C 1.779 0.284 0.177
C -0.266 -0.640 -0.175
C 1.917 0.628 1.408
C -1.596 0.890 2.363
C 0.675 1.340 -1.241
C 1.480 1.569 1.313
C 0.870 -1.488 -0.324
C 0.042 0.730 -0.894
C 0.519 0.266 1.275
C 0.666 4.085 -0.685
H 0.127 -0.341 -0.310
H -0.145 -0.376 -0.214
H 0.187 -0.158 -0.117
H 0.070 -0.536 -0.168
H -0.141 -0.262 -0.174
H 0.206 0.249 0.628
H 0.039 -0.474 0.049
H -0.045 -0.074 0.216
H 0.087 -0.548 0.402
H -0.077 -0.202 0.283
H 0.334 -0.018 0.220
H -0.427 0.045 -0.470
H -0.153 -0.037 1.156
H 0.330 0.174 0.028
H -0.021 0.052 -0.052
H -0.401 0.540 0.359
H 0.133 0.149 -0.087
H 0.000 -0.260 0.071
H 0.217 0.047 0.070
H -0.366 0.463 0.329
H -0.375 -0.065 -0.438
H -0.413 0.206 0.562
H 0.360 0.121 -0.334
H 0.458 0.334 -0.004
H -0.087 0.029 0.515
H 0.029 -0.221 0.719
H 0.510 0.628 0.123
H -0.188 -0.016 -0.063
H -0.321 -0.654 -1.196
H 0.092 -0.032 -0.392
H -0.287 0.453 0.260
H 0.000 0.186 0.408
H -0.271 -0.594 -0.048
H 0.331 -0.110 -0.077
H 0.128 -0.121 0.097
H -0.100 0.146 0.000
H -0.362 -0.881 0.492
H -0.576 0.163 0.629
H 0.278 0.290 0.322
H 0.050 0.224 -0.268
H -0.128 -0.034 -0.468
H -0.417 -0.132 -0.409
H 0.309 -0.353 0.095
H 0.170 -0.363 0.010
H -0.408 -0.025 -0.356
H -0.244 -0.007 -0.140
H 0.211 -0.470 0.329
H 0.061 -0.069 0.426
H 0.310 0.097 0.477
H 0.129 0.236 -0.053
H 0.446 -0.542 0.365
H -0.258 0.268 0.131
H -0.652 -0.021 0.221
H 0.233 -0.392 0.685
H -0.379 0.335 0.134
H 0.624 -0.529 0.085
H -0.156 0.620 0.662
H -0.274 -0.446 -0.154
H 0.620 -0.318 -0.212
H -0.795 -1.053 0.292
H 0.203 0.541 -0.275
H -1.015 -0.075 -0.055
H -0.113 -0.273 -0.375
H 0.075 -0.609 0.205
H 0.191 0.077 -0.101
H 0.563 0.097 0.220
H 0.617 -0.091 -0.612
H -0.116 -0.056 -0.012
H 0.266 -0.001 -0.437
H -0.150 0.185 0.297
H 0.263 -0.153 -0.012
H -0.212 0.339 -0.185
H 0.011 -0.034 -0.139

Computed properties:
- Kohn-Sham gap (eV) = 8.5914
- HOMO level (eV) = -8.029
- E_LUMO (eV) = 0.56
- structure (SMILES) = CCOC(=O)C(F)(F)F.CCOC(=O)C(F)(F)F.CCN(CC)CC.CCN(CC)CC.CCN(CC)CC.CC(C)=O.CC(C)=O.CC(C)=O
- DFT total energy (Ha) = -2667.35096
- relative energy (zero: lowest compared OMol25 entry of this formula, charge and spin) (kcal per mole) = 0.0